(1)
Computed, not measured: a molecular structure, C15H25AuOSSe, with wB97M-V/def2-TZVPD.

Structure (XYZ):
```
44
Properties=species:S:1:pos:R:3:forces:R:3:lowdin_charge:R:1
Au 1.016229 1.911431 0.295058 0.0 0.0 0.0 0.38
C -1.826952 1.932242 4.074304 0.0 -0.1 0.0 -0.12
C -3.017893 1.035477 3.734032 0.1 0.1 0.0 -0.30
C -2.819495 0.234610 2.449319 0.0 0.1 0.0 -0.34
S -2.806533 1.322468 0.988063 -0.1 0.0 0.1 0.87
O -2.182817 0.551279 -0.123036 -0.1 0.0 -0.1 -0.63
C -4.615757 1.354990 0.669953 0.2 0.0 0.0 -0.34
C -5.062066 0.258380 -0.289049 0.0 -0.1 0.0 -0.29
C -5.284789 -1.107330 0.357951 0.0 0.1 0.0 -0.11
H -2.057845 2.588102 4.913725 0.0 0.0 0.0 0.07
H -1.547480 2.557771 3.225674 0.0 0.0 0.0 0.05
H -0.959564 1.327914 4.346356 0.0 0.0 0.0 0.08
H -3.928052 1.638153 3.652415 0.0 0.0 0.0 0.10
H -3.184928 0.334714 4.554060 -0.1 0.0 0.0 0.11
H -3.592826 -0.518461 2.310646 0.1 0.0 0.0 0.07
H -1.842107 -0.251409 2.423426 0.0 0.0 0.0 0.10
H -4.802246 2.340910 0.244182 0.0 0.0 0.0 0.08
H -5.111604 1.303491 1.642198 0.0 0.0 0.0 0.08
H -4.298659 0.163438 -1.063739 -0.1 0.0 -0.1 0.09
H -5.978235 0.594586 -0.778120 0.0 0.0 0.0 0.11
H -4.335018 -1.590593 0.589100 0.0 0.0 0.0 0.07
H -5.828439 -1.766108 -0.319543 0.0 0.0 0.0 0.07
H -5.867646 -1.022544 1.278636 0.0 0.0 0.0 0.07
C 6.509961 -1.384674 -2.757394 0.0 0.0 0.0 -0.05
C 5.120822 -1.028216 -2.298978 0.0 0.0 0.0 -0.27
C 4.373768 -0.054788 -2.945364 0.0 0.0 0.0 -0.02
C 3.078777 0.261536 -2.549019 0.0 0.0 0.0 -0.31
C 2.335491 1.341991 -3.286645 0.0 -0.1 0.0 -0.10
C 2.514225 -0.416699 -1.456952 0.0 0.0 0.0 -0.54
Se 0.675424 -0.070391 -0.959880 0.1 0.0 0.0 0.63
C 3.259953 -1.391806 -0.775352 0.0 0.0 0.0 -0.30
C 2.737870 -2.154652 0.415657 0.0 0.0 0.0 -0.09
C 4.547454 -1.679496 -1.216238 0.0 0.0 0.0 -0.03
H 6.845038 -0.726670 -3.558392 0.0 0.0 0.0 0.07
H 6.539807 -2.411059 -3.128224 0.0 0.0 0.0 0.08
H 7.224393 -1.314465 -1.935317 0.0 0.0 0.0 0.08
H 4.807420 0.477832 -3.785530 0.0 0.0 0.0 0.11
H 2.900706 1.672774 -4.157737 0.0 0.0 0.0 0.07
H 2.164507 2.202387 -2.634842 0.0 0.0 0.0 0.05
H 1.354279 0.996847 -3.610341 0.0 0.0 0.0 0.06
H 1.920194 -1.629709 0.901548 0.0 0.0 0.0 0.02
H 3.538154 -2.313014 1.139341 0.0 0.0 0.0 0.08
H 2.365859 -3.136047 0.111413 0.0 0.0 0.0 0.09
H 5.120625 -2.435190 -0.687365 0.0 0.0 0.0 0.12
```
Forces are in eV/Å.

## Properties
* charge: 0
* HOMO: -7.73 eV


(2)
Computed, not measured: a single C15H25BFNO7S molecule, with wB97M-V/def2-TZVPD.

Structure (XYZ):
```
51
Properties=species:S:1:pos:R:3:forces:R:3:lowdin_charge:R:1
C -1.631172 3.154330 2.989465 -0.4 1.2 -0.6 -0.03
C -2.126655 4.448019 2.427518 0.1 -1.6 0.0 -0.06
C -1.605825 5.140411 1.029420 5.4 5.5 1.3 -0.25
O -0.618183 6.059392 1.137246 -6.4 -5.8 -1.3 -0.02
O -2.195951 4.843367 -0.316324 1.5 -1.3 4.3 -0.10
C -2.057069 3.357122 -0.437824 0.2 -1.0 -0.5 -0.19
C -1.822964 2.941225 -2.010890 1.3 1.0 0.2 -0.15
C -0.670361 1.775078 -2.062489 -0.3 -0.9 -1.1 -0.21
C -1.204092 0.336981 -2.712092 1.4 -0.1 0.3 -0.18
C -0.064209 -0.789044 -2.235424 -0.3 -0.7 -1.2 -0.20
C -0.690680 -1.929444 -1.239103 -0.9 1.0 -0.4 -0.16
C 0.202472 -2.261031 0.093562 -2.9 -0.3 -0.9 -0.16
C -0.252220 -3.795961 0.454363 1.5 -1.5 0.3 -0.18
S -1.733842 -3.959996 1.646663 -2.1 3.8 6.0 0.94
O -2.700194 -2.726589 1.515905 3.5 -5.2 -0.8 -0.36
O -1.263063 -4.051126 3.137899 -1.5 -0.6 -6.4 -0.33
F -2.540361 -5.443539 1.213941 1.8 3.0 0.4 -0.26
C 1.080096 -4.450309 1.157918 0.4 -3.1 3.1 -0.22
O 1.161908 -5.568972 1.902754 -0.3 7.5 -5.4 0.00
N 2.203607 -3.490492 0.777558 -1.2 -3.2 -0.8 0.08
C 1.837067 -2.182584 0.045485 -1.5 -2.7 1.1 -0.31
O 2.561058 -2.350333 -1.222225 -2.5 0.5 -0.2 -0.03
B 2.317140 -1.057693 1.142976 0.1 0.8 2.2 -0.26
O 1.750132 -1.209622 2.529794 2.5 1.6 -2.8 0.03
C 3.329637 0.210114 0.879634 0.2 0.8 0.5 -0.16
C 3.089849 1.014005 -0.528829 0.3 0.9 0.2 -0.14
H -0.601221 3.013157 3.559844 -1.4 0.1 -2.9 0.08
H -2.313922 2.191813 2.918829 0.6 2.5 1.8 0.08
H -2.937103 5.054510 3.052376 0.5 -2.0 -2.4 0.13
H -1.115485 3.075902 0.213113 -1.8 0.2 -1.6 0.12
H -2.982244 2.777056 -0.012894 1.6 1.3 -0.7 0.14
H -1.361791 3.886447 -2.573789 -1.2 -1.9 1.4 0.13
H -2.809704 2.664781 -2.579254 1.9 0.3 1.3 0.12
H -0.219997 1.500236 -1.010770 -1.1 0.8 -1.9 0.09
H 0.245623 2.121462 -2.736998 -2.0 -0.7 1.5 0.13
H -2.276386 0.031460 -2.339201 2.1 0.7 -0.7 0.11
H -1.191995 0.347180 -3.895504 -0.2 0.3 2.5 0.12
H 0.295246 -1.340360 -3.230943 -0.6 1.1 2.2 0.12
H 0.893681 -0.289035 -1.785697 -2.0 -0.8 -0.8 0.08
H -1.726694 -1.488667 -0.841918 2.3 -1.1 -0.7 0.12
H -1.003961 -2.897481 -1.863965 1.0 2.0 1.4 0.13
H -0.280438 -1.565425 0.907719 1.4 -1.4 -1.3 0.16
H -0.510404 -4.502255 -0.449134 0.4 1.6 1.6 0.16
H 2.661962 -4.056624 0.003034 0.2 0.8 1.5 0.15
H 1.943595 -2.719796 -1.945157 1.1 1.0 1.8 0.14
H 2.248382 -0.529734 3.098829 -1.2 -1.5 -1.2 0.12
H 3.113885 0.996904 1.751320 0.5 -1.6 -1.8 0.11
H 4.475915 -0.086163 1.027598 -2.5 0.5 -0.5 0.13
H 3.510855 0.453434 -1.474206 -0.9 1.1 2.0 0.09
H 3.636636 2.068673 -0.409385 -1.1 -2.4 -0.5 0.09
H 1.949443 1.279218 -0.700749 2.4 -0.7 0.4 0.06
```
Forces are in eV/Å.

## Properties
* charge: 0
* structure (SMILES): C=CC(=O)OCCCCCC[C@H]1[C@H](S(=O)(=O)F)C(=O)N[C@]1(O)B(O)CC
* HOMO: -8.41 eV


(3)
Computed, not measured: a single C15H25BO4SSi molecule, with wB97M-V/def2-TZVPD.

Structure (XYZ):
```
47
Properties=species:S:1:pos:R:3:forces:R:3:lowdin_charge:R:1
C 0.980860 -3.432670 1.825931 0.3 -0.7 0.4 -0.08
O -0.215449 -3.640887 1.083304 -0.1 0.7 -0.2 -0.04
B -0.219083 -2.996934 -0.145998 0.3 -0.7 0.0 -0.65
O 0.495789 -3.569722 -1.194217 0.3 0.2 0.6 0.11
Si -1.234310 -1.280011 -0.293846 -0.7 -0.3 -0.1 0.48
S 0.030382 0.233958 0.617985 0.1 0.3 0.2 0.58
C -1.769205 -0.818219 -2.049313 0.5 -0.1 0.1 -0.29
C -0.678000 -0.441593 -3.073387 -0.6 0.8 -0.4 -0.25
C 0.015579 0.927063 -2.867008 1.0 -0.4 0.0 -0.21
C 1.526855 0.707496 -2.579388 -0.7 -0.1 0.7 -0.18
C 2.161536 1.847167 -1.802392 0.3 0.1 -0.2 -0.19
O 3.508025 2.095916 -2.288498 -0.1 0.4 0.7 -0.04
C 4.034159 3.145450 -1.552512 0.2 1.6 -0.8 -0.50
C 4.623610 2.838004 -0.186388 -0.7 -0.7 -0.5 0.02
O 4.000459 4.274094 -1.997285 0.1 -1.4 0.5 0.12
C -2.825150 -1.472417 0.780027 0.4 0.6 0.1 -0.20
C -2.759809 -0.482734 1.928836 -0.6 -1.5 -1.3 -0.37
C -2.133551 -0.822808 3.102932 0.1 -0.5 -0.4 -0.07
C -2.060217 0.112432 4.095375 0.7 -0.8 0.8 -0.09
C -2.622926 1.345607 3.920410 0.2 1.0 1.5 -0.11
C -3.268510 1.675135 2.769226 -0.3 0.6 -0.4 -0.09
C -3.330692 0.744750 1.759531 -0.6 1.0 -0.4 -0.08
H 1.170336 -2.376442 2.036699 -0.1 0.0 -0.2 0.07
H 1.841117 -3.893079 1.328927 0.0 0.2 -0.1 0.09
H 0.885123 -3.930464 2.791082 -0.2 0.0 -0.1 0.09
H 1.299321 -3.062472 -1.362343 -0.1 0.0 -0.5 0.10
H 1.212237 -0.393413 0.776182 -0.3 -0.2 -0.2 -0.17
H -2.275307 -1.706023 -2.450380 -0.1 0.0 0.2 0.08
H -2.550206 -0.053736 -1.977411 0.2 0.1 -0.1 0.08
H -1.176481 -0.406986 -4.046993 0.1 -0.2 0.0 0.10
H 0.090206 -1.212989 -3.152650 -0.1 -0.1 0.1 0.10
H -0.429818 1.507488 -2.059395 -0.1 -0.1 0.0 0.09
H -0.014214 1.531178 -3.775923 -0.4 0.0 0.0 0.11
H 2.038371 0.510996 -3.520619 0.2 0.1 0.1 0.12
H 1.591860 -0.189393 -1.956163 0.2 -0.1 -0.2 0.08
H 1.561705 2.761058 -1.882875 0.2 0.0 -0.2 0.13
H 2.251411 1.629769 -0.735593 -0.3 -0.2 0.0 0.08
H 5.705690 2.737770 -0.239034 0.0 0.1 -0.1 0.09
H 4.205199 1.884724 0.141791 0.2 0.1 0.2 0.07
H 4.337860 3.633825 0.494761 0.2 0.0 0.0 0.09
H -3.706831 -1.240070 0.178392 0.1 -0.1 -0.1 0.08
H -2.931926 -2.493372 1.148933 0.2 0.0 0.0 0.08
H -1.710044 -1.818551 3.157521 0.1 0.0 0.3 0.12
H -1.540513 -0.146003 5.010142 -0.1 0.2 0.1 0.11
H -2.554335 2.056875 4.734600 0.0 0.1 0.0 0.10
H -3.709868 2.655669 2.656501 -0.1 0.0 -0.1 0.11
H -3.851242 1.024564 0.850524 0.1 -0.3 -0.1 0.12
```
Forces are in eV/Å.

## Properties
* charge: 0
* structure (SMILES): COB(O)[Si@@](S)(CCCCCOC(C)=O)Cc1ccccc1
* HOMO: -8.76 eV